{"formula": "C4H11NO2", "method": "wB97M-V/def2-TZVPD", "smiles": "N[C@@H](CO)CCO", "e_homo_ha": -0.354, "spin_multiplicity": 1, "fmax_ev_per_a": 0.9, "e_lumo_ev": 0.7, "species": ["N", "C", "C", "O", "C", "C", "O", "H", "H", "H", "H", "H", "H", "H", "H", "H", "H", "H"], "coordinates": [[-0.099, -1.232, 0.717], [-0.381, -0.047, -0.150], [-1.796, 0.463, 0.033], [-2.794, -0.550, 0.006], [0.596, 1.084, 0.105], [2.059, 0.678, 0.030], [2.329, -0.208, -1.028], [0.818, -1.134, 1.132], [-0.771, -1.298, 1.470], [-0.259, -0.360, -1.181], [-1.913, 1.113, 0.911], [-1.978, 1.110, -0.813], [-2.397, -1.369, 0.344], [0.320, 1.923, -0.542], [0.371, 1.453, 1.104], [2.694, 1.562, -0.081], [2.363, 0.303, 1.003], [2.609, -1.085, -0.736]]}